1.
# C22H37N3O3

A single C22H37N3O3 molecule (ωB97M-V/def2-TZVPD, the Open Molecules 2025 dataset).

XYZ file:
```
65
Properties=species:S:1:pos:R:3:forces:R:3
C 0.7783 -1.2505 -2.9956 0.0 0.0 0.0
C 0.6275 0.1365 -2.3753 0.0 0.0 0.0
C -0.6635 0.8827 -2.7647 0.0 0.0 0.0
C -0.8068 0.9212 -4.2952 0.0 0.0 -0.1
C 0.4090 1.4462 -5.0512 0.0 0.0 0.0
C -1.9045 0.1605 -2.1857 0.0 0.0 0.0
C -3.2095 0.9444 -2.2691 0.0 0.0 0.0
C -0.6532 2.3457 -2.2704 -0.3 -0.1 0.2
O -1.0288 3.2462 -3.0038 0.1 0.1 -0.1
N -0.2891 2.6692 -0.9918 0.1 0.0 0.0
C -0.3595 4.1121 -0.6308 0.0 0.0 -0.1
C 0.1664 4.0209 0.7786 0.0 -0.1 0.0
O -0.0863 4.9602 1.8103 0.0 0.0 0.0
N 0.0273 4.1881 2.9977 0.1 0.0 0.0
C -0.1258 2.9477 2.7224 0.1 0.0 0.1
C -0.1180 1.9302 3.8249 -0.1 0.0 0.0
N 0.5567 0.7032 3.4511 0.0 0.0 -0.1
C -0.0707 -0.2426 2.6988 0.0 0.0 0.0
O -1.2264 -0.0972 2.3363 0.0 0.0 0.0
C 0.7594 -1.4752 2.3725 0.0 0.0 0.0
C 0.7057 -2.4567 3.5573 0.0 0.0 0.0
C 1.7803 -3.5449 3.4789 0.0 0.0 0.0
C 1.3921 -4.8038 2.6990 0.0 0.0 0.0
C 0.5947 -4.5727 1.4118 0.0 0.0 0.0
C 1.0012 -3.3427 0.5961 0.0 0.0 0.0
C 0.2960 -2.0622 1.0411 0.0 0.0 0.0
C -0.4926 2.7691 1.2822 0.0 0.1 0.0
C -0.1014 1.7941 0.1968 0.0 0.0 -0.1
H 1.6793 -1.7318 -2.6118 0.0 0.0 0.0
H -0.0654 -1.8967 -2.7471 0.0 0.0 0.0
H 0.8619 -1.2130 -4.0818 0.0 0.0 0.0
H 0.6669 0.0145 -1.2952 0.0 0.1 0.0
H 1.4919 0.7504 -2.6428 0.0 0.0 0.0
H -1.0367 -0.0950 -4.6269 0.0 0.0 0.0
H -1.6674 1.5400 -4.5450 0.0 0.0 0.0
H 0.2071 1.4592 -6.1232 0.0 0.0 0.0
H 0.6430 2.4650 -4.7467 0.0 0.0 0.0
H 1.2947 0.8269 -4.8958 0.0 0.0 0.0
H -2.0159 -0.7809 -2.7297 0.0 0.0 0.0
H -1.7261 -0.1195 -1.1463 0.0 0.0 0.1
H -4.0266 0.3533 -1.8550 0.0 0.0 0.0
H -3.1546 1.8788 -1.7066 0.0 0.0 0.0
H -3.4676 1.1984 -3.2972 0.0 0.0 0.0
H 0.2488 4.6959 -1.3163 0.0 0.0 0.0
H -1.3865 4.4807 -0.6736 0.0 0.0 0.0
H 1.2553 3.8538 0.7444 0.0 0.0 0.0
H 0.3634 2.3593 4.7006 0.0 0.0 0.0
H -1.1484 1.6838 4.0841 0.0 0.0 0.0
H 1.5165 0.5677 3.7166 0.0 0.0 0.0
H 1.8029 -1.1502 2.2681 0.0 0.0 0.0
H 0.8448 -1.8884 4.4807 0.0 0.0 0.0
H -0.2942 -2.8972 3.6186 0.0 0.0 0.0
H 2.6813 -3.1033 3.0417 0.0 0.0 0.0
H 2.0611 -3.8470 4.4900 0.0 0.0 0.0
H 2.3093 -5.3495 2.4619 0.0 0.0 0.0
H 0.8109 -5.4626 3.3497 0.0 0.0 0.0
H 0.6862 -5.4682 0.7935 0.0 0.0 0.0
H -0.4701 -4.4830 1.6470 0.0 0.0 0.0
H 2.0892 -3.2121 0.6133 0.0 0.0 0.0
H 0.7367 -3.5137 -0.4498 0.0 0.0 0.0
H -0.7791 -2.2482 1.1045 0.0 0.0 0.0
H 0.4185 -1.2968 0.2700 0.0 0.0 0.0
H -1.5833 2.9005 1.2279 0.0 0.0 0.0
H -0.7461 0.9265 0.1638 0.0 0.0 0.0
H 0.9402 1.4729 0.2920 0.0 0.0 0.0
```
Forces are in eV/Å.

Its LUMO energy is 0.44 eV. As for the spin multiplicity: 1.

=====

2.
# C22H37N4O13S

5 unconnected molecules or ions with the total composition C22H37N4O13S (ωB97M-V/def2-TZVPD, the Open Molecules 2025 dataset).

XYZ file:
```
77
Properties=species:S:1:pos:R:3:forces:R:3
N 0.2934 2.2960 -8.2971 -0.1 0.0 0.4
C 0.4912 1.2263 -7.5357 0.1 0.0 -0.4
N 1.2847 0.2451 -7.9922 -0.2 0.0 1.1
C 2.7608 0.5216 -8.0975 0.3 -0.1 -0.3
C 3.5105 -0.3175 -7.0719 -0.3 -0.5 -0.4
C 5.0189 -0.2602 -7.2821 -0.1 0.3 0.3
C 5.6585 1.0412 -6.7315 -0.1 -0.1 0.0
O 4.7657 1.8594 -5.9941 -0.3 0.1 -0.2
N -0.1418 1.1377 -6.3294 1.0 0.5 0.0
N 0.7432 0.7356 -5.2678 -0.6 -0.3 0.3
C 0.5544 -0.3703 -4.7466 0.3 0.2 -0.9
S 0.5191 -1.8123 -4.2225 0.0 -0.1 0.4
H 0.0886 3.1869 -7.8723 -0.2 0.0 -0.2
H 0.3073 2.2121 -9.3013 0.3 0.1 0.0
H 1.1530 -0.5971 -7.4393 0.0 -0.1 -0.2
H 3.1044 0.2223 -9.0857 -0.1 0.2 -0.1
H 2.9511 1.5813 -7.9357 -0.1 0.0 -0.1
H 3.1937 -1.3582 -7.2221 0.0 0.0 0.0
H 3.2227 -0.0565 -6.0581 0.0 0.1 0.0
H 5.4582 -1.1253 -6.7884 0.0 0.0 0.0
H 5.2211 -0.3463 -8.3515 0.1 -0.1 0.0
H 6.5234 0.7867 -6.1165 0.1 0.0 -0.1
H 5.9937 1.6563 -7.5648 0.1 0.1 0.1
H 4.3749 1.3370 -5.2807 0.4 0.0 0.2
H -0.5849 2.0132 -6.0654 -0.3 -0.2 0.0
C 3.3829 -1.6902 0.3541 0.0 -0.3 -0.2
C 4.1147 -0.7448 -0.5593 -0.2 0.0 0.3
C 3.4606 0.6082 -0.7287 0.0 0.1 0.2
O 3.8780 0.9841 -2.0563 -0.1 -0.1 -0.1
C 4.1204 -0.1461 -2.7379 0.0 0.0 0.2
O 4.3022 -0.1941 -3.9225 -0.1 0.0 -0.2
O 4.1215 -1.2164 -1.9305 0.1 0.1 -0.1
H 3.9446 -2.6142 0.4871 0.0 0.0 0.0
H 3.2362 -1.2303 1.3306 0.0 0.0 0.0
H 2.4081 -1.9509 -0.0589 -0.1 0.1 0.0
H 5.1560 -0.6370 -0.2468 0.0 0.0 -0.1
H 3.8015 1.3445 -0.0068 0.1 0.1 -0.1
H 2.3705 0.5545 -0.7021 0.0 -0.1 0.0
C -2.3178 -3.5843 -0.6919 0.3 -0.1 0.0
C -2.2033 -2.3336 0.1391 -0.2 -0.1 -0.1
C -2.7529 -1.0758 -0.5035 -0.1 0.0 0.1
O -1.9303 -0.0526 0.0748 0.1 -0.1 -0.3
C -0.7534 -0.6168 0.4279 0.0 -0.1 0.1
O 0.2069 -0.0073 0.7821 0.1 0.0 -0.1
O -0.8201 -1.9593 0.3321 0.0 0.0 0.0
H -1.9636 -4.4508 -0.1359 0.0 0.0 0.0
H -3.3568 -3.7572 -0.9725 0.0 0.0 0.0
H -1.7113 -3.4992 -1.5952 -0.1 0.1 0.0
H -2.6428 -2.4846 1.1281 0.0 0.1 0.0
H -3.7978 -0.8919 -0.2666 0.0 0.1 0.1
H -2.6161 -1.0641 -1.5881 0.0 -0.1 0.0
C -2.5767 0.8631 3.0137 0.0 -0.2 -0.1
C -3.5521 0.2577 3.9873 0.2 0.2 0.0
C -3.1616 0.3405 5.4467 0.0 0.0 0.0
O -3.7769 -0.8407 5.9893 0.0 0.0 0.0
C -3.8953 -1.7477 4.9953 0.0 0.0 0.0
O -4.1907 -2.8887 5.1403 0.0 0.0 0.0
O -3.6275 -1.1700 3.7956 -0.1 0.0 0.0
H -2.9778 0.8046 2.0062 0.0 0.1 0.0
H -2.3808 1.9087 3.2508 0.0 0.0 0.0
H -1.6338 0.3150 3.0306 0.0 0.1 0.1
H -4.5552 0.6653 3.8322 0.0 0.0 0.0
H -3.5381 1.2259 5.9494 -0.1 -0.1 0.1
H -2.0833 0.2755 5.5991 0.0 0.0 0.0
C -3.6605 0.1820 11.4358 0.2 -0.2 -0.1
C -3.3319 1.4181 10.6398 -0.2 -0.1 0.1
C -4.4543 1.9424 9.7670 0.0 0.0 0.0
O -3.7391 2.5544 8.6839 0.0 -0.1 0.0
C -2.5363 1.9407 8.5850 0.1 -0.1 0.0
O -1.7842 2.0771 7.6724 0.0 0.0 0.0
O -2.3185 1.1452 9.6511 0.0 0.1 0.0
H -2.8299 -0.0916 12.0846 0.0 0.0 0.0
H -4.5405 0.3546 12.0557 0.0 0.0 0.0
H -3.8511 -0.6592 10.7689 -0.1 0.0 0.0
H -2.9494 2.2078 11.2919 0.0 0.0 0.0
H -5.0843 2.6776 10.2600 0.1 0.1 -0.1
H -5.0744 1.1377 9.3651 0.0 0.0 0.0
```
Forces are in eV/Å.

The charge is +1. Its LUMO energy is -3.87 eV. As for the spin multiplicity: 1.

=====

3.
# C22H37NO7PS2

A gas-phase ion, C22H37NO7PS2 (charge +1) (ωB97M-V/def2-TZVPD, the Open Molecules 2025 dataset).

XYZ file:
```
70
Properties=species:S:1:pos:R:3:forces:R:3
C 0.7587 1.1339 5.1079 -0.6 -0.5 0.0
C 1.5043 0.8022 3.7191 -0.3 0.2 1.1
P 0.4196 -0.4364 2.8156 -2.0 0.0 1.0
C 1.0819 -2.1895 2.9027 1.5 -0.1 -0.1
C 0.4290 -3.0500 4.0620 0.2 1.1 -0.5
C 0.0170 0.0962 1.0663 2.8 0.0 -1.9
C 1.1067 0.1037 0.0761 -1.9 0.6 -1.3
C 2.5763 -0.2626 0.4181 0.5 0.1 -0.5
O 3.3347 0.9507 0.6158 -0.2 -0.8 0.2
C 4.7296 0.6604 0.7163 1.4 0.2 0.5
C 0.8288 0.4799 -1.3497 -1.5 0.3 1.5
C 1.9704 0.4482 -2.4276 -0.3 -1.2 0.7
C 2.1628 -1.0602 -2.9130 0.1 -0.3 -0.7
C 3.6709 -1.3558 -3.3854 -1.8 0.5 1.1
S 3.7500 -2.2817 -4.9565 3.7 -3.4 -2.4
O 5.1455 -2.2244 -5.4026 -1.8 1.3 0.9
O 3.3515 -3.6833 -4.8299 -1.1 2.2 0.7
O 2.8391 -1.5831 -6.1249 0.1 0.2 1.5
C -0.5690 0.8502 -1.6586 1.1 -0.6 1.3
C -0.9259 1.2397 -3.1430 -1.5 0.1 0.6
C -1.4798 -0.0132 -3.9507 0.7 -0.4 -0.4
O -0.7503 -0.8544 -4.4186 -0.3 0.8 0.5
C -1.5969 0.8301 -0.5899 1.0 -0.1 -1.8
C -3.0508 1.2167 -1.0344 0.2 0.1 -0.4
C -3.2386 2.8050 -1.1799 -0.8 -0.2 -0.1
C -4.4574 3.3646 -0.3083 0.6 -0.9 -0.2
S -3.8393 4.3739 1.1316 -0.3 -0.2 0.0
N -1.2876 0.4744 0.7193 1.0 0.5 -1.6
C -2.3977 0.5191 1.6982 -1.2 -0.6 1.4
C -3.2141 -0.8511 1.6676 1.1 1.2 0.9
O -4.5348 -0.5077 2.1653 -0.3 -1.1 -1.6
C -5.3063 -1.6867 2.0969 0.5 -0.8 1.2
O -4.9786 -2.6279 2.7612 -0.4 0.5 -0.7
H 1.2178 0.5717 5.9714 -0.3 0.8 -0.9
H 0.7053 2.2349 5.3110 0.4 -1.0 -0.1
H -0.3129 0.7776 5.0700 1.1 0.4 0.0
H 1.6067 1.7845 3.1939 0.3 -1.2 0.0
H 2.4813 0.3210 3.9862 -0.6 0.7 -0.7
H 1.0229 -2.6722 1.8877 -0.1 0.3 1.0
H 2.1855 -2.1091 3.1536 -1.0 -0.1 -0.4
H 1.1240 -3.8988 4.2767 -0.9 0.5 -0.2
H 0.3648 -2.4062 4.9853 -0.1 -0.8 -0.9
H -0.5948 -3.3605 3.7382 0.9 0.0 0.6
H 2.6991 -0.9473 1.2970 -0.4 0.7 -0.6
H 3.0767 -0.7820 -0.4568 -0.9 0.2 0.8
H 5.2724 0.6836 -0.2743 -0.8 -0.2 0.7
H 4.9516 -0.3256 1.2195 -0.5 0.8 -0.5
H 5.2377 1.4413 1.3539 -0.8 -0.7 -0.7
H 1.7352 1.0711 -3.3231 0.4 -0.3 1.0
H 2.9452 0.7377 -1.9390 -1.2 0.2 -0.5
H 1.5163 -1.2922 -3.7993 0.2 0.5 1.0
H 1.8499 -1.7872 -2.1088 0.5 0.8 -0.8
H 4.0842 -2.0586 -2.6061 0.1 0.5 -1.4
H 4.2786 -0.4152 -3.4227 -0.4 -1.0 -0.4
H 2.7474 -2.1965 -6.8866 0.2 0.1 0.7
H -0.0779 1.7447 -3.6689 -0.7 -0.8 0.5
H -1.7750 1.9855 -3.1552 1.0 -0.7 0.2
H -2.5906 -0.1568 -4.1486 0.8 0.7 0.5
H -3.8467 0.7598 -0.3926 0.9 0.5 -0.4
H -3.2263 0.8030 -2.0692 0.4 0.1 1.3
H -2.2693 3.3140 -0.9513 -1.0 -0.2 0.0
H -3.4989 3.0670 -2.2483 0.4 -0.5 1.0
H -5.1085 3.9881 -0.9848 0.8 -0.2 1.1
H -5.1247 2.5272 0.0447 0.8 0.8 -0.3
H -3.4879 3.4631 2.1140 -0.5 0.3 -1.1
H -2.0340 0.6156 2.7581 0.1 0.0 -1.3
H -3.0730 1.4077 1.5429 0.8 -1.1 -0.3
H -2.7008 -1.5302 2.4090 -0.6 0.4 -1.0
H -3.2322 -1.2916 0.6360 -0.1 0.3 0.9
H -6.1988 -1.7500 1.4196 0.7 0.8 0.4
```
Forces are in eV/Å.

The charge is +1. Its LUMO energy is -4.12 eV. As for the spin multiplicity: 1.

=====

Number 1: frontier orbital gap 9.77 eV, electronic energy -1250.46077 a.u., HOMO level -9.33 eV. Number 2: frontier orbital gap 8.28 eV, electronic energy -2455.63684 a.u., HOMO level -12.15 eV. Number 3: frontier orbital gap 7.03 eV, electronic energy -2579.20694 a.u., HOMO level -11.16 eV.